Entry 1:
Density functional theory data (ωB97M-V/def2-TZVPD) for C52H44IN3OP2W as an isolated structure in a non-equilibrium geometry.

* calculated total energy: -89621.065 eV
* net charge: +4
* LUMO level (spin up / spin down): -12.89 / -13.24 eV
* 2S+1: 1
* frontier orbital gap (spin up / spin down): 5.52 / 5.18 eV

Positions of all 104 atoms, in Å:
W (-0.156, -0.776, -0.303)
I (0.848, -1.211, 2.366)
C (2.080, 0.371, 3.154)
C (2.275, 0.226, 4.504)
C (2.969, 1.214, 5.214)
C (3.423, 2.320, 4.548)
C (3.233, 2.466, 3.156)
C (3.695, 3.643, 2.515)
C (3.499, 3.858, 1.176)
C (2.885, 2.866, 0.415)
C (2.432, 1.672, 0.987)
P (1.750, 0.545, -0.175)
C (3.041, -2.011, -1.661)
C (2.060, -1.751, -2.628)
C (1.567, -2.781, -3.425)
C (2.064, -4.069, -3.289)
C (3.039, -4.333, -2.334)
C (3.505, -3.319, -1.507)
C (3.729, -0.909, -0.950)
C (4.243, -1.091, 0.356)
C (5.156, -0.201, 0.882)
C (5.587, 0.892, 0.125)
C (5.083, 1.105, -1.154)
C (4.156, 0.230, -1.688)
C (2.561, 1.453, 2.401)
H (1.883, -0.638, 5.028)
H (3.116, 1.099, 6.279)
H (3.930, 3.112, 5.085)
H (4.207, 4.383, 3.119)
H (3.837, 4.773, 0.708)
H (2.747, 3.032, -0.647)
H (1.821, -0.725, -2.880)
H (0.847, -2.564, -4.205)
H (1.719, -4.854, -3.949)
H (3.459, -5.327, -2.248)
H (4.297, -3.531, -0.799)
H (3.962, -1.971, 0.922)
H (5.577, -0.376, 1.864)
H (6.334, 1.565, 0.527)
H (5.451, 1.932, -1.748)
H (3.843, 0.339, -2.720)
C (-0.911, -5.494, 1.013)
C (-1.065, -4.180, 0.246)
C (0.315, -3.672, -0.145)
C (-1.803, -3.139, 1.087)
C (-3.267, -3.511, 1.364)
O (-4.013, -2.469, 0.694)
C (-3.197, -1.598, 0.176)
N (-1.914, -1.846, 0.347)
C (-3.813, -0.508, -0.575)
C (-5.057, -0.761, -1.161)
C (-5.685, 0.217, -1.916)
C (-5.076, 1.451, -2.084)
C (-3.853, 1.722, -1.477)
C (-3.215, 0.760, -0.704)
P (-1.667, 1.155, 0.170)
C (-1.367, 2.905, -0.176)
C (-0.470, 3.344, -1.147)
C (-0.414, 4.688, -1.482)
C (-1.247, 5.595, -0.841)
C (-2.120, 5.166, 0.152)
C (-2.189, 3.823, 0.485)
C (-1.987, 1.115, 1.961)
C (-3.104, 0.539, 2.559)
C (-3.260, 0.608, 3.938)
C (-2.317, 1.263, 4.716)
C (-1.211, 1.860, 4.119)
C (-1.043, 1.783, 2.748)
H (-0.383, -6.228, 0.404)
H (-1.876, -5.928, 1.271)
H (-0.345, -5.347, 1.936)
H (-1.656, -4.364, -0.660)
H (0.973, -3.645, 0.723)
H (0.271, -2.648, -0.620)
H (0.763, -4.314, -0.895)
H (-1.261, -2.982, 2.024)
H (-3.537, -3.504, 2.417)
H (-3.556, -4.467, 0.933)
H (-5.522, -1.728, -1.029)
H (-6.649, 0.016, -2.363)
H (-5.561, 2.220, -2.671)
H (-3.409, 2.700, -1.597)
H (0.195, 2.645, -1.643)
H (0.270, 5.026, -2.250)
H (-1.216, 6.641, -1.115)
H (-2.753, 5.876, 0.668)
H (-2.881, 3.491, 1.250)
H (-3.885, 0.083, 1.964)
H (-4.137, 0.174, 4.399)
H (-2.460, 1.339, 5.786)
H (-0.495, 2.406, 4.719)
H (-0.205, 2.282, 2.270)
N (-0.270, 2.862, -5.379)
C (-0.679, 1.878, -4.952)
C (-1.127, 0.682, -4.302)
C (-2.074, -0.192, -4.839)
C (-2.410, -1.314, -4.095)
C (-1.834, -1.517, -2.857)
N (-0.936, -0.664, -2.318)
C (-0.586, 0.404, -3.060)
H (-2.522, 0.004, -5.805)
H (-3.118, -2.037, -4.476)
H (-2.086, -2.395, -2.278)
H (0.152, 1.070, -2.644)

Entry 2:
Density functional theory data (ωB97M-V/def2-TZVPD) for a 2-piece molecular cluster, C6H15NO overall in a non-equilibrium geometry.

* SMILES: CC(N)=O.CC(C)C
* calculated total energy: -10002.476 eV
* LUMO level: 0.78 eV
* 2S+1: 1
* frontier orbital gap: 10.85 eV

Positions of all 23 atoms, in Å:
C (-2.711, -0.353, 0.506)
C (-1.644, -1.355, 0.255)
N (-0.820, -1.712, 1.325)
O (-1.296, -1.747, -0.835)
H (-2.995, 0.311, -0.284)
H (-2.696, 0.266, 1.433)
H (-3.634, -0.853, 0.890)
H (0.093, -2.021, 1.034)
H (-0.941, -1.618, 2.313)
C (2.744, 1.500, 0.381)
C (1.464, 0.907, -0.111)
C (0.291, 1.914, -0.132)
C (1.665, 0.361, -1.535)
H (2.704, 2.232, 1.149)
H (3.242, 2.030, -0.443)
H (3.481, 0.775, 0.769)
H (1.062, 0.081, 0.510)
H (0.354, 2.809, -0.727)
H (-0.650, 1.524, -0.519)
H (0.011, 2.078, 0.936)
H (0.695, 0.171, -2.022)
H (2.338, 0.864, -2.257)
H (2.012, -0.705, -1.442)

Entry 3:
Density functional theory data (ωB97M-V/def2-TZVPD) for a 8-piece molecular cluster, C36H58F9N10O3 overall in a non-equilibrium geometry.

* calculated total energy: -83759.409 eV
* net charge: +1
* LUMO level: -4.16 eV
* 2S+1: 1
* frontier orbital gap: 7.31 eV

Positions of all 116 atoms, in Å:
C (-1.680, 0.520, 5.868)
O (-2.532, -0.501, 6.435)
C (-1.760, -1.650, 6.883)
C (-2.713, -2.937, 6.867)
C (-2.582, -3.849, 5.552)
C (-2.289, -2.962, 4.249)
C (-2.815, -3.655, 2.893)
C (-3.267, -2.495, 1.855)
C (-2.072, -2.141, 0.819)
C (-1.138, -0.962, 1.384)
C (0.420, -1.286, 1.056)
C (1.405, -0.055, 1.310)
N (1.280, 1.099, 0.368)
C (0.490, 2.237, 0.907)
C (0.669, 3.608, 0.046)
C (-0.445, 4.704, 0.432)
F (-0.802, 4.450, 1.781)
F (0.195, 5.976, 0.277)
C (-1.703, 4.534, -0.543)
F (-2.229, 3.226, -0.338)
F (-1.351, 4.597, -1.924)
C (-2.906, 5.564, -0.291)
F (-3.257, 6.113, -1.564)
F (-2.564, 6.665, 0.521)
C (-4.241, 4.920, 0.306)
F (-4.053, 4.304, 1.564)
F (-5.133, 6.004, 0.555)
F (-4.931, 4.089, -0.610)
C (0.904, 0.724, -0.987)
N (-0.479, 0.456, -1.446)
N (1.826, 0.649, -1.947)
C (3.279, 0.914, -1.768)
C (4.107, -0.439, -2.098)
C (3.578, -1.586, -1.107)
C (4.262, -3.020, -1.382)
O (5.346, -3.359, -0.869)
O (3.593, -3.926, -2.254)
H (-0.818, 0.070, 5.243)
H (-1.277, 1.185, 6.702)
H (-2.331, 1.155, 5.158)
H (-1.479, -1.442, 7.979)
H (-0.772, -1.790, 6.324)
H (-2.468, -3.606, 7.766)
H (-3.786, -2.555, 6.933)
H (-1.766, -4.658, 5.652)
H (-3.562, -4.414, 5.394)
H (-1.155, -2.787, 4.126)
H (-2.778, -1.932, 4.338)
H (-1.968, -4.230, 2.369)
H (-3.708, -4.337, 3.103)
H (-3.594, -1.533, 2.394)
H (-4.200, -2.902, 1.311)
H (-2.588, -1.740, -0.121)
H (-1.474, -3.066, 0.521)
H (-1.277, -0.958, 2.528)
H (-1.486, 0.029, 0.947)
H (0.550, -1.801, 0.035)
H (0.711, -2.094, 1.830)
H (1.181, 0.348, 2.364)
H (2.480, -0.427, 1.304)
H (0.948, 2.487, 1.935)
H (-0.611, 1.998, 1.123)
H (1.684, 4.070, 0.336)
H (0.698, 3.432, -1.078)
H (-1.149, 1.031, -0.920)
H (-0.693, -0.551, -1.380)
H (1.523, 0.388, -2.907)
H (3.578, 1.272, -0.733)
H (3.654, 1.718, -2.505)
H (4.023, -0.726, -3.201)
H (5.218, -0.255, -1.858)
H (3.900, -1.294, -0.046)
H (2.448, -1.767, -1.184)
H (2.718, -4.115, -1.829)
C (8.840, -2.562, -1.747)
C (8.795, -1.389, -2.676)
N (8.755, -0.450, -3.404)
H (7.990, -3.220, -1.938)
H (9.764, -3.121, -1.898)
H (8.798, -2.217, -0.713)
C (-3.867, 3.282, -4.349)
C (-3.306, 1.905, -4.527)
N (-2.865, 0.822, -4.668)
H (-3.465, 3.947, -5.115)
H (-4.955, 3.255, -4.436)
H (-3.599, 3.669, -3.365)
C (7.634, -2.058, -6.267)
C (6.344, -2.720, -6.647)
N (5.331, -3.241, -6.944)
H (8.457, -2.767, -6.353)
H (7.824, -1.211, -6.928)
H (7.576, -1.704, -5.236)
C (12.773, -1.881, -4.639)
C (11.477, -2.536, -5.005)
N (10.456, -3.064, -5.305)
H (13.588, -2.602, -4.718)
H (12.969, -1.045, -5.312)
H (12.724, -1.509, -3.614)
C (-7.026, -1.002, 3.675)
C (-6.470, -2.383, 3.508)
N (-6.034, -3.468, 3.376)
H (-6.627, -0.345, 2.900)
H (-8.113, -1.028, 3.595)
H (-6.749, -0.606, 4.653)
C (-6.365, 5.138, 4.357)
C (-6.955, 3.804, 4.698)
N (-7.419, 2.756, 4.966)
H (-6.858, 5.920, 4.937)
H (-5.299, 5.141, 4.588)
H (-6.501, 5.342, 3.294)
C (-4.905, -0.161, -7.528)
C (-6.364, -0.463, -7.686)
N (-7.510, -0.700, -7.810)
H (-4.585, 0.538, -8.302)
H (-4.722, 0.283, -6.549)
H (-4.324, -1.080, -7.616)

Entry 4:
Density functional theory data (ωB97M-V/def2-TZVPD) for C3H6N2O as an isolated structure in a non-equilibrium geometry.

* calculated total energy: -8231.255 eV
* LUMO level: 1.08 eV
* 2S+1: 1
* frontier orbital gap: 10.55 eV

Positions of all 12 atoms, in Å:
C (-0.600, 0.014, 0.450)
C (0.010, -1.164, -0.370)
C (0.040, 1.132, -0.308)
N (1.416, 0.696, -0.225)
N (1.046, -0.240, -1.298)
O (-0.011, 0.613, -1.721)
H (-1.677, 0.199, 0.553)
H (-0.103, -0.016, 1.373)
H (0.622, -1.842, 0.199)
H (-0.401, -1.780, -1.170)
H (-0.240, 2.272, -0.198)
H (2.167, 1.279, -0.593)